1.
Below is 9 unconnected molecules or ions with the total composition C55H61F9N10S2, with properties calculated with ωB97M-V with the def2-TZVPD basis set.

Cartesian coordinates (Å):
C1 0.432852 1.551887 -2.453283
H1 -4.240501 -8.744028 -2.636336
H2 0.213384 -8.493421 -0.811840
N1 2.683068 -2.999594 3.638744
C2 2.324374 1.798681 0.912087
C3 -8.702825 6.782254 -6.825117
C4 -4.845493 6.908358 -2.119467
H3 2.075654 -4.035879 6.781317
C5 -0.544962 -5.347105 -0.933380
N2 -5.022324 4.358961 -1.008855
S1 -0.301366 -0.121681 -0.581095
C6 -4.750908 5.782217 -2.921235
H4 -5.321907 -10.986285 -2.442786
H5 3.558468 2.063912 4.688881
H6 2.212953 -3.993203 1.909428
C7 2.161807 -4.041862 2.992494
F1 -2.828829 -2.195767 2.346940
H7 -2.862565 3.021798 0.369015
C8 -5.109597 5.454887 -0.254562
H8 8.092493 4.294558 4.909843
H9 -5.109020 7.596930 -0.095591
H10 4.248834 2.446566 3.103877
H11 -0.278064 1.979208 1.628311
H12 -2.971014 2.923156 2.846020
C9 2.014393 1.437166 -0.546619
C10 -4.524188 -9.140806 -1.669822
C11 7.148437 4.816376 4.985824
F2 -3.639938 -0.574793 0.967397
H13 2.343907 0.264076 3.966229
C12 2.976848 0.678075 3.174454
H14 2.514310 2.777051 3.430941
C13 -7.756472 6.048403 -4.762009
H15 1.097203 -5.970878 5.541990
H16 -7.112698 7.668147 -3.498434
H17 -4.605858 5.866345 -3.989473
S2 -4.218306 -1.460574 2.147972
C14 -0.245183 2.743366 -0.442104
C15 6.094523 -1.207808 -5.813695
C16 4.184874 -0.256548 3.048587
H18 -4.778199 3.629387 -2.908203
C17 3.351109 2.106938 3.619187
C18 -8.461836 8.082576 -6.409539
H19 6.443970 2.160572 -7.514740
C19 4.919487 -3.402374 -1.162615
C20 -8.340855 5.745121 -5.980991
H20 8.328840 0.529397 -7.643466
H21 7.530609 5.649752 6.929291
H22 -9.161650 6.588705 -7.784918
N3 -5.252211 -10.161921 0.818709
C21 4.103199 -2.594609 -3.254812
H23 3.854900 -1.237904 2.711537
C22 -2.598226 0.793849 3.031742
C23 -0.983507 -7.489709 0.670471
H24 6.428120 4.170713 3.061864
H25 5.162404 -4.206063 -0.480605
C24 -3.738951 -0.170645 3.442445
C25 7.419261 0.283823 -7.110005
H26 -5.250450 5.280824 0.806985
H27 -0.844339 3.617477 1.409674
C26 -1.307265 -5.169763 0.211862
C27 5.122134 -2.081951 -0.794749
F3 -2.114333 1.248439 4.221273
C28 -5.029562 6.744605 -0.756227
C29 -2.344157 2.204228 0.880951
H28 -7.457683 5.268599 -4.074726
C30 -0.234185 -7.558161 -0.494211
C31 5.610150 6.216532 6.149958
H29 -8.726443 8.924543 -7.039585
C32 4.347085 -1.309540 -2.793287
F4 -4.597278 -2.573924 1.084777
C33 6.833253 5.568943 6.105111
H30 -2.466765 1.342370 0.228402
H31 -1.715001 -4.198001 0.456500
C34 4.396799 -3.660997 -2.420960
H32 3.390158 2.040849 0.936378
N4 -7.903133 8.394669 -5.240676
H33 3.692216 -2.749692 -4.243244
C35 -0.865189 2.614634 0.969131
H34 -1.135366 -8.370636 1.279492
H35 2.360317 0.430392 -0.785253
C36 7.278522 -0.943477 -6.483471
H36 4.937578 0.161416 2.373522
H37 4.220008 -4.679121 -2.745061
C37 1.543143 -5.140430 5.009533
C38 -4.845768 4.537437 -2.318870
H38 -4.508646 -8.433678 1.628272
H39 4.132916 -0.450098 -3.413838
H40 4.393977 1.509663 -6.261834
H41 3.785793 6.567983 5.062620
H42 0.493904 3.547469 -0.410669
F5 -4.811785 0.493508 3.815380
N5 4.847226 -1.041681 -1.584887
H43 1.073423 0.538338 2.180103
C39 -3.048094 2.030933 2.230340
N6 0.313083 1.600445 -3.593134
F6 -4.858456 -2.379555 3.288235
F7 -3.329759 -0.849527 4.511517
C40 4.754042 6.079397 5.068128
C41 -5.124136 -10.385214 -1.565915
H44 -8.511354 4.715507 -6.268975
H45 8.069514 -1.680314 -6.510970
C42 6.375921 1.191447 -7.040347
C43 -4.293352 -8.413268 -0.514001
H46 2.349749 -0.315811 1.364115
C44 2.636390 -3.026251 4.970248
C45 2.122992 0.622700 1.877889
C46 5.233784 0.828505 -6.343663
H47 4.630139 -0.362107 4.043093
H48 5.523428 -1.833369 0.182406
H49 -2.120399 -6.170590 1.930715
C47 -1.529538 -6.267628 1.027852
H50 -3.827603 -7.437837 -0.550448
H51 5.324373 6.815464 7.003745
C48 -7.562872 7.383336 -4.441775
H52 1.809744 2.707587 1.216986
H53 5.944846 -2.155447 -5.308623
N7 -0.010353 -6.514575 -1.293183
C49 -5.467996 -10.846212 -0.304264
H54 -4.776496 7.898987 -2.551137
H55 -0.347345 -4.516909 -1.602694
H56 0.056945 -0.359994 0.696227
C50 6.221530 4.746222 3.957693
F8 -5.646248 -0.793474 1.906533
C51 1.580675 -5.128001 3.624822
H57 -1.044668 3.012897 -1.130578
N8 3.317922 3.173087 -2.044511
H58 1.168054 -5.941715 3.043339
C52 2.767620 2.347171 -1.467018
H59 -5.942014 -11.813212 -0.177082
C53 -4.673242 -8.967672 0.698213
C54 2.084361 -4.067624 5.700571
N9 5.077985 -0.347464 -5.734892
H60 3.065382 -2.163117 5.469140
C55 0.495212 1.487871 -0.963068
F9 -1.588693 0.128965 2.472999
H61 -4.111693 1.899430 2.011270
N10 5.038309 5.361264 3.982183

Atomic forces in eV per Å
C -0.2 -0.4 0.6
H 0.0 0.0 0.0
H 0.0 0.0 0.0
N -0.2 -0.3 0.1
C 0.7 -0.6 -0.1
C 0.0 0.0 0.0
C 0.0 0.1 0.0
H 0.0 0.0 0.0
C 0.1 0.0 -0.1
N 0.0 0.2 0.0
S -0.4 -0.5 -0.3
C 0.0 0.0 0.0
H 0.0 0.0 0.0
H 0.1 0.3 0.0
H 0.0 -0.1 0.0
C 0.1 0.2 -0.1
F 0.2 0.2 -0.1
H 0.0 -0.1 0.0
C 0.0 -0.2 0.0
H 0.0 0.0 0.0
H 0.0 0.0 0.0
H -0.1 0.2 0.0
H -0.1 -0.1 -0.1
H 0.2 -0.1 0.2
C -0.1 0.5 -1.0
C 0.0 0.0 -0.1
C 0.0 0.0 0.0
F 0.2 0.0 0.0
H 0.0 -0.1 -0.1
C -0.2 -0.1 -0.3
H 0.1 0.3 0.1
C 0.0 0.0 0.0
H 0.0 0.0 0.0
H 0.0 -0.1 0.0
H 0.0 0.0 0.0
S -1.0 -0.7 -0.2
C 0.2 -0.3 0.9
C -0.1 0.0 0.0
C -0.1 0.5 0.3
H 0.0 0.0 0.0
C -0.1 -1.0 -0.1
C 0.0 0.1 0.1
H 0.0 0.0 0.0
C 0.0 0.0 0.0
C 0.0 -0.1 0.0
H 0.0 0.0 0.0
H 0.0 0.0 0.0
H 0.0 0.0 0.0
N 0.1 0.1 -0.1
C 0.0 -0.1 0.1
H 0.2 0.1 0.0
C -0.3 1.9 0.3
C 0.0 0.0 0.0
H 0.1 0.0 0.0
H 0.0 0.0 0.0
C 0.6 -0.7 0.2
C 0.1 0.0 0.0
H 0.0 0.1 0.0
H 0.1 -0.1 0.1
C 0.0 0.0 0.0
C 0.0 0.2 0.0
F 0.1 0.0 0.5
C 0.0 0.0 0.0
C 0.3 0.5 0.1
H 0.0 0.0 0.0
C 0.1 0.0 -0.1
C 0.0 0.0 0.0
H 0.0 0.0 0.0
C 0.0 0.2 0.2
F 0.0 0.2 0.1
C 0.0 0.0 0.0
H 0.0 -0.1 0.2
H 0.0 0.0 0.0
C 0.0 0.0 0.0
H 0.0 0.1 -0.1
N 0.0 -0.2 0.0
H 0.0 0.1 0.0
C -0.3 0.4 -0.4
H 0.0 0.0 0.0
H 0.1 0.0 0.2
C 0.0 0.0 0.0
H 0.0 -0.1 0.0
H 0.0 0.0 0.0
C 0.0 0.0 0.0
C 0.0 -0.2 0.1
H 0.0 0.1 0.0
H 0.0 0.0 -0.1
H 0.0 0.0 0.0
H 0.0 0.0 0.1
H -0.1 0.1 -0.3
F -0.6 0.6 -0.1
N -0.1 -0.2 0.1
H 0.0 0.1 -0.1
C -0.5 -0.9 -0.9
N 0.0 0.0 -0.1
F 0.1 0.3 -0.2
F 0.3 -0.5 0.2
C -0.1 0.0 -0.1
C 0.0 0.0 0.0
H 0.0 0.0 0.0
H 0.0 0.0 0.0
C 0.0 0.0 0.0
C 0.0 0.0 0.0
H 0.0 0.1 -0.1
C 0.1 0.1 -0.1
C -0.3 0.2 0.4
C -0.2 0.0 0.1
H 0.2 -0.1 -0.1
H 0.0 -0.1 0.0
H 0.0 0.0 0.0
C 0.0 0.0 0.1
H 0.0 0.0 0.0
H 0.0 0.0 0.0
C 0.0 0.2 0.0
H -0.1 0.0 0.0
H 0.1 0.0 0.0
N -0.1 0.0 0.2
C 0.0 0.0 0.1
H 0.0 0.0 0.0
H 0.0 0.0 0.0
H 0.1 0.5 -0.3
C -0.2 0.0 -0.1
F 0.3 0.0 0.1
C 0.0 -0.1 0.0
H 0.1 0.1 -0.1
N 0.0 -0.2 -0.2
H 0.0 0.0 0.0
C -0.3 0.1 1.0
H 0.0 0.0 -0.1
C 0.0 -0.1 0.1
C 0.0 0.0 0.0
N 0.3 0.0 -0.2
H 0.0 0.0 0.1
C 0.4 0.1 -0.3
F 0.4 -0.6 -0.4
H 0.0 0.1 0.1
N 0.2 0.0 0.2

Computed properties:
E_HOMO ... -9.4 eV
SMILES ... CC(C)CC[C@H](C#N)[C@](S)(C#N)CCCCC(F)(F)C(F)(F)S(F)(F)(F)(F)F.c1ccncc1.c1ccncc1.c1ccncc1.c1ccncc1.c1ccncc1.c1ccncc1.c1ccncc1.c1ccncc1
2S+1 ... 1
Largest force on an atom ... 1.91 eV/A
E ... -4374.99670 a.u.
HOMO-LUMO gap ... 9.68 eV

=====

2.
Below is a molecular structure, C55H64BFeN11OP2S3Se2, with properties calculated with ωB97M-V with the def2-TZVPD basis set.

Cartesian coordinates (Å):
H1 4.469533 -3.056506 -2.180484
C1 -2.194919 -0.040778 4.582791
C2 -3.267598 1.045479 -2.830491
H2 0.013882 -3.575050 3.390965
O1 -0.201765 3.307715 0.641235
H3 -6.921071 -1.166914 2.469866
N1 0.458647 3.161689 -4.489442
C3 -1.928379 -2.191136 1.247778
C4 2.185501 -0.773228 -2.317971
N2 4.264415 3.216677 0.007274
N3 3.270545 -0.081060 -2.692462
H4 2.696891 5.101114 1.210175
N4 -2.344332 3.579358 1.286540
H5 -3.356643 0.789890 -3.876651
H6 0.319254 4.918938 -6.563433
C5 3.664703 -2.337643 3.086273
C6 -1.195866 4.840832 -3.472272
H7 4.313676 1.426556 -3.914911
H8 6.291683 4.340944 1.411544
N5 2.562070 -2.057879 -2.093683
C7 3.396585 -3.688045 3.255511
Se1 0.548236 1.313352 2.529753
N6 2.175909 1.975411 -3.827098
C8 5.294160 4.684478 1.687836
C9 -0.377858 -1.179915 5.688636
C10 -0.953702 -0.668156 4.534060
H9 2.925112 -4.598531 -2.811955
C11 -0.618057 4.191779 -4.724195
H10 5.304496 4.919038 2.750803
Se2 -2.375764 -3.864751 4.114088
S1 0.894285 3.212105 -1.747824
C12 1.307489 -1.870516 3.119204
C13 2.855992 4.173773 1.764025
H11 0.085235 5.665030 1.644474
P1 -2.703275 -3.611347 2.052037
C14 -2.277144 -6.307993 1.693058
C15 -2.896673 1.712014 -0.218036
C16 0.447910 -3.341181 -2.472421
H12 -0.447058 5.395455 -2.915053
C17 -5.088703 -2.251833 2.253299
N7 -2.281093 -2.004940 -0.044132
H13 -1.899561 1.588955 1.680759
C18 -1.058604 -1.154685 1.585042
H14 2.752884 1.219729 -5.747515
C19 2.535046 -4.496619 -1.798721
H15 -3.848671 0.513947 5.821636
C20 4.933796 3.942901 -0.953362
C21 -2.309511 -0.483284 6.936749
B1 3.422403 1.396683 -3.106934
H16 0.672979 -3.276699 -3.538894
H17 1.871683 -5.183467 3.496903
H18 -4.673906 -5.024246 0.346913
C22 -1.725655 -4.966481 -0.230185
H19 -8.186529 -2.664002 0.962340
H20 0.849767 -2.065016 -0.036697
H21 -0.625578 -1.497076 7.791970
H22 5.450074 1.881510 1.976527
S2 0.595157 -0.135078 -2.125063
C23 4.574708 2.413270 2.352854
H23 -7.063209 -4.594916 -0.087106
H24 -0.293271 -2.587280 -2.224015
H25 5.068651 5.607867 1.154770
C24 -1.917002 -7.452225 0.999504
C25 1.010493 2.548799 -5.600441
H26 -1.657090 6.007684 1.763677
C26 -6.509219 -3.935283 0.567098
H27 0.627412 2.700578 -6.590775
H28 -2.506462 4.251416 -5.739852
H29 0.880377 5.714140 -5.085837
H30 5.549483 4.788047 -0.721010
C27 -1.449798 -7.356439 -0.303763
H31 -1.001846 -6.041256 -1.935902
C28 2.063052 1.824053 -5.187881
C29 -2.873775 0.046690 5.782356
C30 1.720655 -3.215082 -1.631371
C31 3.922079 -2.142716 -2.292650
C32 -1.063664 -1.088444 6.891531
C33 2.083581 -4.131391 3.359624
H32 3.358948 -4.558029 -1.086894
C34 2.620592 -1.425600 3.019123
H33 -1.427193 3.029356 -6.398284
S3 2.612456 1.012261 0.168795
C35 -6.425111 -2.005863 1.998543
H34 -3.610308 2.024070 1.763894
H35 -3.056629 4.236731 1.553997
C36 -2.689533 2.166215 1.199855
P2 -0.044632 -0.679924 2.988542
H36 0.586016 -1.669703 5.648606
C37 -0.884667 5.517376 1.174547
C38 4.353778 -0.918364 -2.661959
H37 2.314735 -2.938654 0.435285
H38 2.818340 -0.372070 2.872595
C39 -1.115583 4.043055 1.018536
H39 -1.167915 1.466233 -2.958947
C40 3.596084 2.207158 -0.612185
H40 -2.631786 0.361162 3.675447
H41 4.211316 -4.397896 3.312345
N8 -0.876151 -0.437705 0.437600
C41 -7.137950 -2.849937 1.153517
H42 -4.976917 1.313579 0.056544
H43 -1.659003 4.120659 -2.803959
C42 -2.185027 -5.059011 1.081279
H44 0.016696 -4.323937 -2.281105
C43 -1.354762 -6.114979 -0.914867
C44 -1.757878 3.504578 -5.476326
H45 5.040919 3.613467 -3.127760
H46 1.878707 -5.343011 -1.605236
C45 1.036939 -3.227837 3.290532
N9 -1.640513 -0.972654 -0.500701
H47 -0.717576 6.084437 -5.744488
H48 -1.684087 -4.004284 -0.721587
Fe1 0.235913 1.332414 -0.244291
H49 2.775803 4.380476 2.832164
N10 -1.829492 1.706255 -1.033842
C46 -5.164312 -4.182031 0.816975
H50 5.339920 -0.576132 -2.916801
H51 -1.994115 -8.418422 1.479847
C47 -4.342848 0.959580 -1.968911
C48 -2.038397 1.421792 -2.317400
C49 1.185000 2.780415 -3.394474
H52 2.077237 3.469947 1.487056
H53 -2.613875 -6.373159 2.720012
C50 0.010075 5.289231 -5.586577
H54 -1.163436 -8.249576 -0.843077
H55 4.685955 -1.989896 3.005571
N11 3.875140 2.280815 -1.926443
H56 3.743560 1.721427 2.430934
C51 4.687928 3.361586 -2.144496
C52 -4.155348 1.330643 -0.646564
H57 -5.310949 0.623483 -2.314545
H58 -2.845403 -0.422064 7.874493
H59 0.788076 -3.812761 0.215092
H60 -1.960698 5.539895 -3.816340
C53 4.237280 3.606281 1.457546
C54 1.401141 -2.991400 -0.160130
H61 -0.847120 5.967256 0.181725
C55 -4.452625 -3.340519 1.659589
H62 -2.234988 2.752947 -4.848536
H63 -4.534037 -1.615411 2.934739
H64 4.805069 2.787240 3.350414

Atomic forces in eV per Å
H 0.0 0.0 0.0
C 0.0 -0.1 -0.1
C 0.0 0.0 0.0
H 0.1 0.0 0.0
O 0.0 0.2 0.2
H 0.0 0.0 0.0
N 0.0 0.0 0.1
C 0.0 0.2 0.2
C 0.0 0.0 0.3
N -0.1 -0.1 0.0
N -0.1 0.0 -0.1
H 0.0 0.0 0.0
N 0.0 0.0 0.0
H 0.0 0.0 0.0
H 0.0 0.0 0.0
C 0.0 0.0 0.0
C 0.1 -0.1 0.0
H 0.0 0.0 0.0
H 0.0 0.0 0.0
N 0.0 0.1 0.0
C 0.0 0.0 0.0
Se 0.1 0.0 0.6
N 0.0 0.1 0.0
C 0.0 0.0 0.0
C -0.1 0.0 0.0
C 0.0 -0.1 0.0
H 0.0 0.0 0.0
C 0.0 0.0 0.0
H 0.0 0.0 0.0
Se -0.2 0.1 0.1
S -0.2 0.1 0.1
C 0.1 0.0 0.0
C 0.0 0.0 0.0
H 0.0 0.0 0.0
P -0.1 0.0 0.0
C 0.0 0.0 0.0
C 0.0 0.0 0.0
C 0.1 0.0 -0.1
H 0.1 0.0 0.0
C 0.0 0.0 0.0
N -0.1 0.0 0.0
H 0.0 0.0 0.0
C 0.3 -0.2 -0.2
H 0.0 0.0 0.0
C 0.0 0.0 0.0
H 0.0 0.0 0.0
C 0.0 0.0 -0.1
C 0.0 0.0 0.0
B 0.0 0.1 0.1
H 0.0 0.0 0.0
H 0.0 0.0 0.0
H 0.0 0.0 0.0
C -0.1 0.0 -0.1
H 0.0 0.0 0.0
H -0.1 0.1 0.0
H 0.0 0.0 0.0
H 0.0 0.0 0.0
S -0.1 0.0 0.0
C 0.0 0.0 0.0
H 0.0 0.0 0.0
H 0.0 0.0 0.0
H 0.0 0.0 0.0
C 0.0 0.0 0.0
C 0.1 0.0 0.0
H 0.0 0.0 0.0
C 0.0 0.0 0.0
H 0.0 0.0 0.0
H 0.0 0.0 0.0
H 0.0 0.0 0.0
H 0.0 0.0 0.0
C 0.0 0.0 0.0
H 0.0 -0.1 0.0
C 0.0 0.0 -0.1
C 0.0 0.0 0.0
C 0.0 0.0 0.0
C 0.0 0.0 0.0
C 0.0 0.0 0.0
C 0.0 0.0 0.0
H 0.0 0.0 0.0
C 0.0 0.0 0.0
H 0.0 0.0 0.0
S -0.1 0.0 0.1
C 0.0 0.0 0.0
H 0.0 0.0 0.0
H 0.0 0.0 0.0
C -0.1 0.0 0.0
P 0.0 0.1 -0.1
H 0.0 0.0 0.0
C 0.0 0.0 0.0
C 0.1 0.0 0.0
H 0.0 0.0 0.0
H 0.0 0.0 0.0
C 0.0 -0.1 -0.1
H 0.0 0.0 0.0
C -0.1 0.1 -0.1
H 0.0 0.0 0.0
H 0.0 0.0 0.0
N -0.2 0.1 0.2
C 0.0 0.0 0.0
H 0.0 0.0 0.0
H 0.0 -0.1 0.0
C 0.1 0.0 0.0
H 0.1 0.1 0.0
C 0.0 0.0 0.0
C 0.0 0.0 0.0
H 0.0 0.0 0.0
H 0.0 0.0 0.0
C 0.0 0.0 0.0
N 0.0 0.0 -0.1
H 0.0 0.0 0.0
H 0.0 -0.1 0.0
Fe 0.4 -0.1 -1.2
H 0.0 0.0 0.0
N 0.0 -0.1 0.2
C 0.0 0.0 0.0
H 0.0 0.0 0.0
H 0.0 0.0 0.0
C 0.0 0.0 0.0
C 0.0 0.0 -0.1
C -0.1 0.0 0.0
H -0.1 0.0 0.0
H 0.0 0.0 0.0
C 0.0 0.0 0.0
H 0.0 0.0 0.0
H 0.0 0.0 0.0
N 0.0 -0.1 0.1
H 0.0 0.0 0.0
C 0.1 0.1 0.0
C 0.0 0.0 0.0
H 0.0 0.0 0.0
H 0.0 0.0 0.0
H 0.0 0.0 0.0
H 0.0 0.0 0.0
C 0.0 0.0 0.0
C 0.0 0.0 0.0
H 0.0 0.0 0.0
C 0.0 0.0 0.0
H 0.0 0.0 0.0
H 0.0 0.0 0.0
H 0.0 0.0 0.0

Computed properties:
E_HOMO (alpha / beta) ... -9.4 / -9.5 eV
Total charge ... +1
2S+1 ... 2
Largest force on an atom ... 1.24 eV/A
Expectation value of S² ... 1.205
E ... -10780.55538 a.u.
HOMO-LUMO gap (alpha / beta) ... 5.71 / 7.85 eV